# C42H39GeO2

A molecular structure, C42H39GeO2 (ωB97M-V/def2-TZVPD, the Open Molecules 2025 dataset).

The calculation puts the HOMO energy at -0.3914 hartree. Its spin multiplicity is 1. As for the net charge: +1. The frontier orbital gap is 0.198 Ha.

XYZ file:
```
84
Properties=species:S:1:pos:R:3:forces:R:3
C 3.378 -3.835 1.251 -0.2 -0.4 0.2
C 4.170 -2.561 1.329 0.7 0.7 -0.2
C 5.297 -2.435 0.603 -0.7 0.1 0.3
C 3.682 -1.424 2.204 0.0 -0.2 0.0
Ge 1.941 -0.616 1.729 -0.1 0.0 -0.2
C 1.582 -0.967 -0.137 -0.1 -0.1 -0.4
C 0.463 -1.725 -0.515 0.3 0.2 -0.4
C 0.234 -2.008 -1.866 0.1 0.0 0.1
C 1.121 -1.553 -2.845 0.0 0.0 0.3
C 2.235 -0.795 -2.470 0.0 0.1 0.2
C 2.460 -0.491 -1.124 -0.3 -0.3 -0.3
C 0.465 -1.259 2.810 -0.1 -0.3 0.5
C -0.765 -0.583 2.736 -0.1 -0.4 0.2
C -1.864 -1.030 3.478 0.2 0.0 0.0
C -1.744 -2.145 4.314 0.3 0.0 -0.2
C -0.515 -2.805 4.407 0.1 0.1 0.0
C 0.594 -2.358 3.676 -0.6 0.3 -0.1
C 2.043 1.292 2.037 0.1 0.4 0.1
C 1.738 2.199 1.012 0.2 0.3 0.4
C 1.812 3.577 1.249 0.0 -0.1 0.1
C 2.180 4.059 2.508 0.0 -0.3 -0.1
C 2.464 3.156 3.539 0.0 -0.2 -0.1
C 2.390 1.777 3.310 0.0 0.4 -0.4
H 2.585 -3.887 2.008 0.2 0.0 -0.2
H 2.907 -3.963 0.264 0.1 0.2 0.3
H 4.043 -4.698 1.405 -0.2 0.1 -0.1
H 5.809 -1.479 0.512 0.0 -0.2 0.2
H 5.674 -3.270 0.019 -0.1 0.1 -0.2
H 3.551 -1.747 3.249 0.2 -0.1 -0.2
H 4.388 -0.582 2.205 0.0 -0.3 0.0
H -0.232 -2.089 0.244 0.2 0.1 -0.2
H -0.645 -2.589 -2.145 0.2 0.1 0.0
H 0.945 -1.787 -3.895 0.0 0.1 0.3
H 2.937 -0.432 -3.221 -0.2 -0.1 0.1
H 3.325 0.118 -0.851 -0.2 -0.2 0.0
H -0.876 0.297 2.100 0.1 -0.2 0.1
H -2.813 -0.500 3.398 0.2 -0.1 0.1
H -2.601 -2.494 4.891 0.3 0.1 -0.2
H -0.409 -3.676 5.055 -0.1 0.2 -0.1
H 1.553 -2.866 3.788 -0.3 0.1 -0.1
H 1.439 1.832 0.028 0.1 0.1 0.2
H 1.582 4.270 0.439 0.0 -0.1 0.2
H 2.245 5.133 2.686 0.0 -0.3 0.0
H 2.744 3.522 4.527 -0.1 0.0 -0.2
H 2.600 1.083 4.126 0.0 0.2 -0.2
C 7.090 -2.292 7.619 -0.1 -0.1 -0.1
O 6.526 -3.248 6.693 0.7 -0.1 -1.3
C 7.013 -3.351 5.432 -0.2 0.2 0.8
C 6.457 -4.388 4.637 0.1 0.2 0.2
C 6.887 -4.560 3.347 0.0 0.1 0.2
C 7.818 -3.652 2.757 0.0 -0.2 -0.2
C 8.154 -3.806 1.393 0.5 0.3 1.1
C 8.690 -2.799 0.555 0.6 0.4 -0.6
C 9.425 -3.185 -0.606 -0.6 -0.1 0.0
C 9.731 -2.274 -1.590 0.2 0.3 -0.1
C 9.330 -0.939 -1.427 0.4 0.7 -0.6
O 9.564 -0.048 -2.472 -0.7 -0.8 1.0
C 10.731 0.708 -2.398 0.8 0.0 0.0
C 11.418 0.848 -3.605 0.0 -0.2 0.4
C 12.682 1.431 -3.594 -0.2 0.3 0.1
C 13.204 1.952 -2.403 -0.1 -0.1 0.1
C 12.476 1.854 -1.213 -0.1 0.0 -0.2
C 11.232 1.215 -1.196 0.0 -0.1 -0.5
C 8.709 -0.494 -0.255 0.2 -0.1 0.0
C 8.436 -1.408 0.747 -0.3 -0.1 0.0
C 8.392 -2.643 3.587 -0.2 0.1 0.1
C 8.025 -2.507 4.910 -0.1 0.0 0.0
H 6.499 -2.465 8.521 0.3 0.2 -0.1
H 8.156 -2.492 7.812 -0.4 0.0 -0.1
H 6.959 -1.257 7.263 0.0 -0.4 0.1
H 5.702 -5.020 5.097 0.2 0.1 -0.2
H 6.484 -5.370 2.744 0.0 0.2 0.1
H 8.042 -4.804 0.964 -0.2 0.2 0.0
H 9.727 -4.227 -0.719 -0.2 0.2 0.0
H 10.274 -2.551 -2.496 -0.2 0.1 0.3
H 10.959 0.432 -4.501 0.2 0.1 0.2
H 13.248 1.478 -4.525 -0.1 0.1 0.3
H 14.181 2.435 -2.404 -0.3 -0.2 0.0
H 12.863 2.267 -0.281 0.0 -0.1 -0.3
H 10.662 1.091 -0.275 0.3 0.1 -0.2
H 8.463 0.565 -0.154 0.0 -0.4 0.0
H 7.945 -1.058 1.654 -0.1 -0.2 -0.4
H 9.152 -1.980 3.174 -0.1 -0.3 0.2
H 8.499 -1.755 5.545 -0.2 -0.3 -0.3
```
Forces are in eV/Å.